1.
Entry from the OMol25 dataset: the molecule C5H11N2O (the ωB97M-V functional and the def2-TZVPD basis).

Structure (XYZ):
```
19
Properties=species:S:1:pos:R:3:forces:R:3:lowdin_spin:R:1
O 0.45248 2.10167 1.06567 -0.259 -0.024 -0.159 0.2698
C 1.33649 1.42166 1.58501 -0.003 0.284 0.107 0.0945
C 1.38090 0.00734 1.57119 -0.009 -0.640 0.023 0.4782
C 0.30723 -0.90889 1.09413 -0.007 0.300 0.060 0.0673
C 0.38835 -1.27407 -0.41284 0.125 0.273 -0.220 0.0395
N -1.95504 0.45721 -0.67249 -0.150 -0.041 0.277 0.0006
C -1.06256 0.14308 -1.78156 0.049 0.139 -0.275 0.0010
N 0.28409 -0.17523 -1.37082 0.103 -0.067 0.579 0.0072
H 2.15486 1.92547 2.12306 0.099 0.001 -0.063 -0.0013
H -1.60794 1.26100 -0.16181 0.048 0.081 0.008 -0.0002
H 2.26943 -0.44169 2.00027 0.073 0.021 -0.017 0.0250
H -0.66940 -0.47405 1.29936 -0.047 0.036 -0.080 0.0074
H 0.40490 -1.83900 1.65795 -0.071 -0.055 -0.030 0.0064
H 1.34321 -1.77759 -0.56983 0.005 -0.140 -0.082 0.0004
H -0.41966 -1.96593 -0.64798 0.056 -0.175 0.145 0.0023
H -2.89949 0.66719 -0.97586 0.105 -0.060 -0.107 0.0001
H -0.98231 0.95456 -2.51599 0.006 -0.023 0.021 0.0001
H -1.45957 -0.72866 -2.30662 -0.092 0.010 0.004 0.0000
H 0.73403 0.64593 -0.98084 -0.033 0.078 -0.191 0.0018
```
Positions in Å, forces in eV/Å.

Calculated values
Charge ... 0
Relative energy (zero: lowest compared OMol25 entry of this formula, charge and spin) ... 0.0 kcal/mol
HOMO-LUMO gap (spin up / spin down) ... 9.81 / 7.52 eV
Multiplicity ... 2
HOMO (spin up / spin down) ... -0.322 / -0.331 Ha
<S²> ... 0.765

2.
Entry from the OMol25 dataset: a structure of composition C4HIrO2 (the ωB97M-V functional and the def2-TZVPD basis).

Structure (XYZ):
```
8
Properties=species:S:1:pos:R:3:forces:R:3:lowdin_spin:R:1
O -2.38159 -1.19948 -0.80999 1.179 1.097 1.227 0.0771
C -1.39484 -0.44734 -0.41600 -1.148 -0.703 -1.254 0.1631
C -0.47848 0.33017 -0.20710 1.849 1.062 1.375 0.1193
H -2.16512 -1.70140 -1.60703 0.088 -0.042 -0.334 0.0012
C 0.76523 0.79384 0.44697 -4.837 -3.409 -3.894 0.3357
C 0.93625 0.39587 1.73575 2.179 1.413 0.943 1.0388
O 1.87690 0.85862 -0.34436 -3.168 0.737 -4.197 0.5412
Ir 2.84164 0.96972 1.20177 3.858 -0.155 6.134 2.7236
```
Positions in Å, forces in eV/Å.

Calculated values
Charge ... +1
HOMO-LUMO gap (spin up / spin down) ... 7.21 / 6.62 eV
Multiplicity ... 6
HOMO (spin up / spin down) ... -0.480 / -0.539 Ha
<S²> ... 8.784